[1]
Molecular formula: C5H13N2O
Method: DFT, ωB97M-V/def2-TZVPD

## Properties
Total charge   -1
Lowest unoccupied orbital energy   3.8219 eV
HOMO   -2.4754 eV
Electronic energy   -382.99358 hartree
Energy above the lowest of the compared OMol25 structures with the same formula, charge and spin   44.1 kcal per mole
2S+1   1
Frontier orbital gap   6.30 eV
SMILES   C[C@H](CCN)NC[O-]

Cartesian coordinates (Å):
H1 -2.6742 1.7485 -0.0343
H2 -0.9291 0.7414 1.4720
H3 1.4711 -0.3248 -1.9008
C1 2.3920 -0.9501 0.8741
H4 -2.0471 0.7840 -1.3292
H5 1.5339 0.6226 1.4375
H6 0.6571 1.2854 -1.8799
N1 -2.8135 -0.4898 0.1481
H7 3.2937 -0.4285 1.4159
H8 0.0319 -1.2936 0.0530
C2 -2.0975 0.8202 -0.2175
H9 -2.2744 -1.2361 -0.1830
C3 0.3458 -0.1704 -0.1410
H10 -2.7517 -0.8179 1.1340
C4 -0.6875 0.8754 0.3784
C5 0.5598 0.2103 -1.6369
H11 -0.0337 1.8112 0.4604
N2 1.5752 0.2350 0.4707
H12 2.7895 -1.3360 -0.0164
H13 -0.1901 -0.2109 -2.2299
O1 1.8488 -1.8758 1.7248

---

[2]
Molecular formula: C5H13N2O
Method: DFT, ωB97M-V/def2-TZVPD

## Properties
Total charge   -1
Lowest unoccupied orbital energy   3.9651 eV
HOMO   -2.5107 eV
Electronic energy   -382.96187 hartree
Energy above the lowest of the compared OMol25 structures with the same formula, charge and spin   64.0 kcal per mole
2S+1   1
Frontier orbital gap   6.48 eV
SMILES   CNC[C@@H](C)NC[O-]

Cartesian coordinates (Å):
C1 -0.3222 0.7877 2.1252
C2 -0.7277 0.1877 -0.5687
H1 2.1685 -1.3011 -0.6955
H2 -1.0110 1.2583 -0.8395
H3 1.3375 1.3948 -1.6873
H4 -1.4749 -1.7684 -0.1509
H5 -2.5538 -0.7924 -1.1518
C3 2.4082 -0.2927 -0.9170
N1 1.3981 0.3670 -1.9370
H6 -0.5237 -0.4438 -2.7025
H7 0.6446 0.6697 2.6457
C4 0.1385 -0.3065 -1.7601
H8 3.4166 -0.3377 -1.2767
H9 -2.3426 -0.5320 0.6422
O1 -1.2624 0.1286 2.6644
N2 0.0502 0.0748 0.7203
H10 0.1580 -0.9348 0.8260
C5 -1.8511 -0.7505 -0.3819
H11 2.3367 0.4123 -0.0327
H12 -0.2834 1.9251 2.0929
H13 0.2142 -1.4255 -1.4535

---

[3]
Molecular formula: C5H13N2O
Method: DFT, ωB97M-V/def2-TZVPD

## Properties
Total charge   -1
Lowest unoccupied orbital energy   1.6989 eV
HOMO   -3.0211 eV
Electronic energy   -382.75900 hartree
Energy above the lowest of the compared OMol25 structures with the same formula, charge and spin   191.3 kcal per mole
2S+1   1
Frontier orbital gap   4.72 eV

Cartesian coordinates (Å):
H1 1.6161 -2.9943 -1.2458
O1 0.3661 -3.0550 0.3307
C1 -0.1284 1.0240 -0.2983
H2 -1.4683 0.9570 1.9020
H3 0.9407 -1.4110 2.6053
H4 1.0609 0.0949 -1.5084
H5 -0.8498 -0.9307 0.4604
H6 -1.2211 -0.5610 -1.1764
C2 0.7676 1.3683 -1.4715
N1 -1.2834 1.8230 -0.0562
C3 0.6709 -2.5780 -0.8322
H7 -0.6019 2.3106 1.9198
C4 -1.4741 1.9353 1.3484
H8 -2.3824 2.5231 1.5114
N2 0.8146 -0.9987 -0.9356
H9 -0.0314 -2.8097 -1.6789
H10 0.2682 1.6686 -2.3887
C5 -0.4009 -0.4593 -0.4097
H11 0.5440 1.0673 0.6037
H12 1.7718 1.6991 -1.2570
H13 1.0205 -0.6733 2.5771

---

[4]
Molecular formula: C5H13N2O
Method: DFT, ωB97M-V/def2-TZVPD

## Properties
Lowest unoccupied orbital energy (alpha / beta)   -1.3768 / -1.3578 eV
HOMO (alpha / beta)   -7.7888 / -9.9511 eV
Electronic energy   -382.71652 hartree
Energy above the lowest of the compared OMol25 structures with the same formula, charge and spin   185.4 kcal per mole
2S+1   2
Frontier orbital gap (alpha / beta)   6.41 / 8.59 eV

Cartesian coordinates (Å):
C1 -2.7214 -0.2442 -0.1645
N1 2.6179 -0.6318 0.3294
N2 1.0098 1.4040 -0.3289
H1 0.0735 -0.6904 1.6549
H2 1.3337 -1.7473 -2.5108
C2 2.1382 0.4535 -0.4448
H3 -2.9065 0.8315 -0.0055
H4 3.3269 -0.4090 1.0379
H5 -0.1270 2.2773 1.1889
C3 -1.2354 -0.5308 -0.0463
H6 -1.4099 0.3105 1.8657
C4 0.3450 1.3104 1.0267
H7 -3.0430 -0.3749 -1.2151
H8 2.8757 0.9412 -1.0822
O1 -3.3164 -1.0170 0.8187
H9 1.1853 1.2482 1.7080
H10 1.1529 -1.3516 -3.0927
H11 -0.7707 -0.3113 -1.0065
H12 -1.0753 -1.6214 -0.0783
C5 -0.5604 0.0916 1.2220
H13 1.1070 0.0616 -0.8765

---

[5]
Molecular formula: C5H13N2O
Method: DFT, ωB97M-V/def2-TZVPD

## Properties
Total charge   +1
Lowest unoccupied orbital energy   -9.1797 eV
HOMO   -13.0874 eV
Electronic energy   -382.52856 hartree
Energy above the lowest of the compared OMol25 structures with the same formula, charge and spin   209.0 kcal per mole
2S+1   1
Frontier orbital gap   3.91 eV

Cartesian coordinates (Å):
H1 1.0444 3.5024 -1.6273
H2 -2.3460 -1.3453 -0.9082
C1 -2.2959 -1.1281 0.1520
C2 2.3364 -1.3052 0.0374
C3 -1.1101 -0.1814 0.4114
H3 2.7198 -0.2908 -0.1211
H4 -2.2554 -2.0281 0.7945
N1 1.3314 2.5691 -1.9143
H5 0.9730 -0.9647 1.6629
H6 1.5578 2.5119 -2.8886
H7 0.7310 1.8345 -1.5812
H8 2.8858 -2.0229 0.6560
N2 0.1436 -0.2751 -0.1867
C4 -1.5699 1.1829 0.8615
H9 0.6203 -2.2254 0.5617
H10 -0.8103 1.9688 1.0103
C5 0.8914 -1.1556 0.5779
H11 -3.2067 -0.6043 0.5212
O1 -2.6805 1.3622 1.3697
H12 2.1486 -1.5687 -1.0152
H13 -1.1087 0.1640 1.6259

---

[6]
Molecular formula: C5H13N2O
Method: DFT, ωB97M-V/def2-TZVPD

## Properties
Total charge   +1
Lowest unoccupied orbital energy   -3.4772 eV
HOMO   -14.5046 eV
Electronic energy   -382.80217 hartree
Energy above the lowest of the compared OMol25 structures with the same formula, charge and spin   37.3 kcal per mole
2S+1   1
Frontier orbital gap   11.03 eV
SMILES   NCCC[C@@H]([NH3+])C=O

Cartesian coordinates (Å):
H1 -2.2730 0.5137 2.4306
C1 1.1317 0.7710 0.0207
N1 -1.4109 0.2540 1.9561
H2 1.8804 0.6170 0.7805
H3 -1.1698 -0.1433 -1.3180
H4 -1.0843 2.3052 2.3021
H5 0.5373 2.6978 0.5907
C2 0.6247 -0.6376 -0.4391
H6 -0.8177 1.8255 -0.1311
H7 2.1882 -1.1153 -2.0457
C3 0.0576 1.6925 0.5550
O1 0.2948 -1.8362 -2.4232
H8 -1.2843 -0.2554 0.3862
H9 -1.2044 -1.6614 -0.6488
C4 -0.4652 1.4891 1.9455
H10 -0.9518 -0.4384 2.5326
H11 0.2933 1.2599 2.6960
C5 1.1271 -1.1939 -1.8392
H12 0.9579 -1.2855 0.3495
N2 -0.8916 -0.7060 -0.5106
H13 1.6214 1.1282 -0.8677

---

[7]
Molecular formula: C5H13N2O
Method: DFT, ωB97M-V/def2-TZVPD

## Properties
Total charge   +1
Lowest unoccupied orbital energy   -3.6002 eV
HOMO   -12.2306 eV
Electronic energy   -382.78674 hartree
Energy above the lowest of the compared OMol25 structures with the same formula, charge and spin   47.0 kcal per mole
2S+1   1
Frontier orbital gap   8.63 eV

Cartesian coordinates (Å):
H1 -1.5790 1.7463 0.9989
H2 0.6896 -2.4065 -0.1443
C1 -0.7145 -1.6348 -2.1439
O1 2.4242 0.6960 -0.3565
H3 3.3034 0.9056 0.0039
H4 -0.9730 3.4104 0.6583
H5 -1.6700 -2.0183 -2.5852
H6 0.0706 -2.4235 -2.2450
H7 -0.9719 -0.8938 1.7456
H8 -0.2794 2.4294 1.9975
N1 -0.4871 -1.7777 1.5179
N2 -0.9524 -1.4229 -0.6985
H9 0.1985 -2.1126 2.1454
C2 -0.1693 -1.8773 0.2406
H10 1.7564 1.4504 1.6271
C3 1.5266 1.4004 0.5039
C4 -0.6682 2.3804 0.9763
H11 0.2592 1.8554 -1.0827
H12 -1.7895 -0.8643 -0.4897
C5 0.3547 1.8814 0.0016
H13 -0.3290 -0.7238 -2.6713

---

[8]
Molecular formula: C5H13N2O
Method: DFT, ωB97M-V/def2-TZVPD

## Properties
Total charge   +1
Lowest unoccupied orbital energy   -3.3291 eV
HOMO   -12.2794 eV
Electronic energy   -382.72881 hartree
Energy above the lowest of the compared OMol25 structures with the same formula, charge and spin   83.4 kcal per mole
2S+1   1
Frontier orbital gap   8.95 eV

Cartesian coordinates (Å):
O1 -3.0637 1.2369 -0.1897
H1 1.8527 -0.7357 1.0350
H2 -4.0047 1.0789 -0.3250
H3 0.1538 -1.6675 -1.4395
C1 0.5893 -1.8872 -0.3801
C2 1.2732 -0.7542 0.1174
C3 2.0469 2.5802 -0.4399
H4 -0.2858 -2.7909 1.4651
H5 -0.7310 -0.0351 1.0198
H6 -1.9184 -0.4993 0.0587
H7 1.0641 -2.7820 -0.4065
H8 -2.9377 2.1698 -0.2216
H9 2.0509 3.5615 0.0892
H10 2.3842 2.5418 -1.4662
N1 -1.3718 -0.9049 0.8296
H11 -1.3499 -2.9989 0.2057
H12 -2.0130 -1.0798 1.6815
H13 1.4727 0.2576 -1.7216
N2 1.4583 1.5330 0.0530
C4 -0.5946 -2.1901 0.5581
C5 1.3796 0.3658 -0.6280

---

[9]
Molecular formula: C5H13N2O
Method: DFT, ωB97M-V/def2-TZVPD

## Properties
Total charge   +1
Lowest unoccupied orbital energy   -3.2153 eV
HOMO   -11.9368 eV
Electronic energy   -382.79619 hartree
Energy above the lowest of the compared OMol25 structures with the same formula, charge and spin   41.1 kcal per mole
2S+1   1
Frontier orbital gap   8.72 eV
SMILES   C=C(N)C[C@@H]([NH3+])CO

Cartesian coordinates (Å):
C1 -0.9880 -1.4108 0.6709
H1 -1.3352 0.6199 0.8976
C2 0.8755 1.9454 -0.0190
O1 2.0830 2.1990 -0.7624
H2 -0.7622 0.6467 -1.7641
H3 0.8159 0.8600 -2.1529
N1 -0.9285 -2.2237 1.7530
C3 0.5444 0.4857 -0.1553
H4 -1.9806 -1.0258 -1.1969
N2 0.1747 0.2737 -1.6161
H5 -1.4024 -3.1086 1.7291
H6 0.0850 0.1648 1.8150
H7 -0.4703 -1.9869 2.6238
C4 -0.4497 -0.0048 0.8833
C5 -1.6381 -1.7356 -0.4571
H8 1.4647 -0.0822 -0.1199
H9 1.1224 2.1687 1.0123
H10 0.1010 2.6073 -0.3833
H11 1.9174 2.9227 -1.3815
H12 0.1937 -0.7179 -1.8505
H13 -2.0767 -2.7133 -0.6250

---

[10]
Molecular formula: C5H13N2O
Method: DFT, ωB97M-V/def2-TZVPD

## Properties
Total charge   +1
Lowest unoccupied orbital energy   -2.8577 eV
HOMO   -13.4679 eV
Electronic energy   -382.75271 hartree
Energy above the lowest of the compared OMol25 structures with the same formula, charge and spin   68.4 kcal per mole
2S+1   1
Frontier orbital gap   10.61 eV
SMILES   C[NH2+]CCNCC=O

Cartesian coordinates (Å):
C1 -0.8009 0.7022 1.0171
H1 -2.3596 0.0166 -0.2723
H2 -0.7650 2.0780 -0.5396
N1 -0.6132 -0.9083 -0.9591
C2 -1.4613 -0.4911 0.2010
C3 1.0491 2.4681 0.4575
H3 0.7515 3.5232 0.1322
H4 0.0084 -2.6338 -1.6831
C4 1.4825 -2.0600 -0.3092
O1 2.0344 -1.0088 -0.2059
H5 -1.0597 -0.9180 -1.8931
H6 0.0778 0.3580 1.6899
H7 1.0387 2.5152 1.5110
N2 -0.0675 1.5335 -0.1393
H8 -0.6070 -2.9612 -0.0391
H9 -1.7488 -1.2951 1.0009
H10 0.2363 0.8336 -0.8392
H11 2.0483 -2.9612 -0.3351
H12 2.0940 2.1005 0.2605
C5 -0.0061 -2.2112 -0.7194
H13 -1.3321 1.3199 1.6642

---

[11]
Molecular formula: C5H13N2O
Method: DFT, ωB97M-V/def2-TZVPD

## Properties
Total charge   +1
Lowest unoccupied orbital energy (alpha / beta)   -3.0370 / -5.4110 eV
HOMO (alpha / beta)   -10.0003 / -14.2569 eV
Electronic energy   -382.59687 hartree
Energy above the lowest of the compared OMol25 structures with the same formula, charge and spin   48.8 kcal per mole
2S+1   3
Frontier orbital gap (alpha / beta)   6.96 / 8.85 eV

Cartesian coordinates (Å):
C1 -1.9503 0.8949 -0.8718
H1 -2.2697 0.2302 0.9862
H2 -0.0100 -1.9947 0.5427
N1 0.1455 1.2427 1.2762
C2 -0.1724 0.0384 0.7393
H3 -2.9457 0.9415 -1.2479
H4 -1.7004 1.8213 -0.4931
N2 0.6202 -1.1819 0.8578
H5 2.9431 -0.1176 -1.5554
H6 0.8742 1.4073 1.9588
C3 -1.5805 -0.1075 0.1985
H7 3.4599 -0.6324 0.0514
H8 -1.3931 0.6062 -1.7410
H9 -2.5131 -1.3236 -0.8579
C4 1.2984 -0.7823 -0.4389
H10 2.5848 1.0186 -0.0246
H11 0.8188 -1.0569 -1.3253
H12 0.9680 -1.5928 1.6948
O1 -1.9079 -1.3993 -0.0589
C5 2.6356 -0.0972 -0.4728
H13 0.0947 2.0851 0.7819

---

[12]
Molecular formula: C5H13N2O
Method: DFT, ωB97M-V/def2-TZVPD

## Properties
Total charge   +2
Lowest unoccupied orbital energy (alpha / beta)   -13.6761 / -13.7106 eV
HOMO (alpha / beta)   -19.4662 / -19.2784 eV
Electronic energy   -382.00173 hartree
Energy above the lowest of the compared OMol25 structures with the same formula, charge and spin   243.9 kcal per mole
2S+1   2
Frontier orbital gap (alpha / beta)   5.79 / 5.57 eV

Cartesian coordinates (Å):
H1 -3.1234 -0.8280 0.3787
H2 -0.3135 0.3209 -1.8460
C1 -2.1806 -0.4099 0.7307
N1 -1.0073 -1.1513 -1.2516
H3 -2.1721 -0.4545 1.8196
C2 1.3393 0.3372 -0.0636
O1 -0.2102 1.3834 -1.6530
C3 -0.9870 -1.2265 0.1258
C4 0.3923 -0.7202 0.6897
N2 2.5761 0.2681 0.7470
H4 3.3297 0.8435 0.3305
H5 1.4814 2.2986 -1.0965
H6 0.2496 -0.3506 1.7075
H7 -1.4577 -1.9077 -1.7998
H8 0.2346 2.2710 0.1422
H9 1.6545 -0.1616 -1.0217
H10 -2.1463 0.6402 0.4394
H11 -1.1034 -2.2650 0.4605
H12 1.7131 1.0130 1.0703
H13 1.0585 -1.5799 0.7718
C5 0.6724 1.6792 -0.6815